[1]
DFT (wB97M-V/def2-TZVPD) results for a structure of composition C50H49AsGe2N3OZr.

Calculated values
Highest occupied orbital energy (spin up / spin down) = -17.66 / -18.58 eV
Total charge = +4
<S²> = 0.753
ΔE to the lowest compared entry with this formula, charge and spin = 0.0 kcal/mol
2S+1 = 2
Gap between HOMO and LUMO (spin up / spin down) = 0.2173 / 0.2379 hartree
LUMO (spin up / spin down) = -11.7 / -12.1 eV

Geometry (Å):
Zr: -0.24525 -0.03900 1.17606
C: 2.51094 -1.82147 2.49248
C: 2.24757 -0.59780 3.31144
C: 3.12817 -0.15680 4.28852
C: 2.84291 0.99860 4.99403
C: 1.63888 1.65757 4.77071
C: 0.76298 1.12477 3.85178
N: 1.08707 0.04406 3.08308
C: -0.67750 1.49371 3.78755
C: -1.38856 2.24332 4.70700
C: -2.77430 2.10217 4.73255
C: -3.40555 1.13234 3.95322
C: -2.63860 0.43329 3.04212
N: -1.34019 0.74583 2.88743
C: -2.96890 -0.85879 2.38564
C: -4.20445 -1.45512 2.43522
C: -4.31835 -2.78558 2.02575
C: -3.19301 -3.46492 1.61244
C: -1.96972 -2.79955 1.54181
C: -0.71159 -3.53407 1.20183
N: -1.87401 -1.50719 1.88444
H: 3.47525 -2.26583 2.72791
H: 2.50548 -1.58322 1.41981
H: 1.74572 -2.57666 2.68349
H: 4.03197 -0.71713 4.48598
H: 3.53440 1.36969 5.73955
H: 1.37422 2.53288 5.34695
H: -0.89127 2.86411 5.43870
H: -3.35398 2.66974 5.44948
H: -4.44842 0.89862 4.11451
H: -5.06165 -0.92490 2.82638
H: -5.27656 -3.28650 2.07446
H: -3.24044 -4.51191 1.34529
H: -0.90583 -4.34740 0.50726
H: -0.29762 -3.97277 2.11328
H: 0.04623 -2.88634 0.75122
C: 4.91023 0.43876 -2.68140
Ge: 4.32136 -0.51725 -1.09488
C: 3.36945 -2.18462 -1.42506
C: 5.74637 -0.72555 0.20705
Ge: 2.62356 1.07727 -0.06745
C: 3.01823 2.24945 1.39155
C: 2.31247 3.44945 1.59940
C: 2.78492 4.39047 2.49728
C: 3.97329 4.16103 3.18576
C: 4.68488 2.98165 2.99190
C: 4.20597 2.02757 2.11101
C: 1.17930 1.94274 -1.06596
C: -0.08078 2.35571 -0.63124
C: -0.86700 3.24055 -1.34571
C: -0.38014 3.75931 -2.54106
C: 0.85671 3.35515 -3.01697
C: 1.62067 2.44392 -2.29425
H: 5.68343 -0.17774 -3.14610
H: 5.35793 1.39804 -2.42517
H: 4.12063 0.58904 -3.41538
H: 4.11703 -2.97678 -1.49679
H: 2.81372 -2.15860 -2.36037
H: 2.68544 -2.44498 -0.61649
H: 6.46865 -1.40650 -0.25052
H: 5.41412 -1.17806 1.13977
H: 6.26787 0.20796 0.40861
H: 1.42511 3.67610 1.02212
H: 2.25343 5.32287 2.63535
H: 4.35788 4.91569 3.85997
H: 5.62012 2.82146 3.51263
H: 4.77168 1.11580 1.96107
H: -0.53360 2.03356 0.32419
H: -1.84177 3.53110 -0.97627
H: -0.96943 4.47742 -3.09570
H: 1.23655 3.75156 -3.94941
H: 2.58931 2.15330 -2.68768
O: -0.64318 -0.74281 -0.60627
As: -1.69694 -0.93258 -2.01094
C: -0.62443 -1.15337 -3.54908
C: -1.25204 -1.71176 -4.66401
C: -0.53770 -1.83789 -5.84544
C: 0.78669 -1.42168 -5.90289
C: 1.40554 -0.87824 -4.78264
C: 0.70026 -0.73676 -3.59841
C: -2.74765 0.64344 -2.05767
C: -2.88693 1.34388 -3.24736
C: -3.71059 2.46504 -3.27415
C: -4.36773 2.87524 -2.12420
C: -4.21732 2.17089 -0.93087
C: -3.41180 1.04614 -0.89425
C: -2.79265 -2.46047 -1.78766
C: -2.21347 -3.72261 -1.93897
C: -3.02078 -4.84735 -1.90759
C: -4.39807 -4.70885 -1.75142
C: -4.97237 -3.44993 -1.62763
C: -4.17213 -2.31623 -1.64780
H: -2.28038 -2.05271 -4.61817
H: -1.01163 -2.26688 -6.71771
H: 1.34104 -1.52747 -6.82592
H: 2.44064 -0.56667 -4.84164
H: 1.17051 -0.31492 -2.72082
H: -2.36958 1.02692 -4.14501
H: -3.84476 3.01195 -4.19801
H: -5.01483 3.74198 -2.15696
H: -4.75525 2.49104 -0.04778
H: -3.32876 0.44854 0.00880
H: -1.14791 -3.82652 -2.11406
H: -2.58669 -5.82985 -2.03880
H: -5.02814 -5.58889 -1.75639
H: -6.04650 -3.34960 -1.54454
H: -4.62814 -1.33562 -1.58689



[2]
DFT (wB97M-V/def2-TZVPD) results for an isolated molecule of C18H25N3O3 at a distorted geometry.

Calculated values
Highest occupied orbital energy = -9.36 eV
Total charge = 0
ΔE to the lowest compared entry with this formula, charge and spin = 56.8 kcal/mol
SMILES string = CO[C@@H](c1ccccc1)c1nnc(CCC(=O)NCCC(C)C)o1
Gap between HOMO and LUMO = 0.3644 hartree
LUMO = 0.6 eV

Geometry (Å):
C: 3.10130 0.50829 -0.30405
O: 2.33713 -0.18382 0.65592
C: 2.10302 -1.53121 0.32542
C: 1.32220 -2.21247 1.42919
C: 1.31235 -3.59938 1.50040
C: 0.56021 -4.23672 2.47071
C: -0.18614 -3.49463 3.37159
C: -0.18014 -2.11247 3.29763
C: 0.56727 -1.47075 2.32491
C: 1.27826 -1.67076 -0.91602
N: 1.46734 -2.46202 -1.91790
N: 0.43851 -2.26645 -2.77156
C: -0.32385 -1.36338 -2.24967
C: -1.55125 -0.75065 -2.81379
C: -2.21735 0.16913 -1.78902
C: -1.24665 1.29359 -1.42802
O: -0.68920 1.95516 -2.28061
N: -1.06209 1.48397 -0.10863
C: -0.13345 2.45750 0.41985
C: -0.83333 3.50718 1.28342
C: -1.94606 4.26793 0.55216
C: -2.63043 5.22797 1.52381
C: -1.41164 5.03146 -0.65690
O: 0.14935 -0.94789 -1.05339
H: 3.30710 1.48842 0.12133
H: 4.04495 -0.01120 -0.50525
H: 2.55664 0.63096 -1.24654
H: 3.05185 -2.06201 0.14350
H: 1.89020 -4.17271 0.79046
H: 0.55678 -5.31509 2.52381
H: -0.77154 -3.99385 4.12939
H: -0.76056 -1.53079 3.99896
H: 0.58496 -0.39441 2.26033
H: -2.22549 -1.54027 -3.14878
H: -1.26155 -0.15919 -3.68717
H: -3.10592 0.61712 -2.23758
H: -2.51366 -0.39341 -0.90256
H: -1.51777 0.87889 0.55536
H: 0.63050 1.94033 1.01099
H: 0.34990 2.92368 -0.43963
H: -1.26120 3.01566 2.16191
H: -0.08132 4.21662 1.63403
H: -2.68887 3.54230 0.20125
H: -3.45443 5.74224 1.03507
H: -1.92298 5.97507 1.87746
H: -3.02447 4.69384 2.38609
H: -1.05242 4.35004 -1.42291
H: -0.59747 5.69025 -0.36160
H: -2.20141 5.63876 -1.09339



[3]
DFT (wB97M-V/def2-TZVPD) results for a cluster of 2 separate species, BrH3P2 in total at a distorted geometry.

Calculated values
Highest occupied orbital energy (spin up / spin down) = -7.06 / -9.29 eV
Total charge = 0
<S²> = 2.016
ΔE to the lowest compared entry with this formula, charge and spin = 10.4 kcal/mol
2S+1 = 3
Gap between HOMO and LUMO (spin up / spin down) = 0.2882 / 0.2168 hartree
LUMO (spin up / spin down) = 0.8 / -3.4 eV

Geometry (Å):
P: -1.41453 -1.08729 0.00007
P: -1.69739 0.83263 0.53718
Br: 3.48297 0.00169 0.00271
H: 2.73861 0.48509 -1.08380
H: -1.44246 -1.56891 1.31625
H: -1.66720 1.33679 -0.77241



[4]
DFT (wB97M-V/def2-TZVPD) results for a cluster of 2 separate species, C8H4BrClO3 in total at a distorted geometry.

Calculated values
Highest occupied orbital energy (spin up / spin down) = -7.67 / -7.67 eV
Total charge = 0
ΔE to the lowest compared entry with this formula, charge and spin = 34.6 kcal/mol
Gap between HOMO and LUMO (spin up / spin down) = 0.2536 / 0.2536 hartree
LUMO (spin up / spin down) = -0.8 / -0.8 eV

Geometry (Å):
C: 2.43499 -0.23797 0.59526
C: 1.62255 0.90310 0.71126
C: 1.95333 -1.50051 0.18445
C: 0.27006 0.77625 0.24787
C: -0.13074 -0.48234 -0.08563
C: 0.58876 -1.61489 -0.01143
C: -0.46220 1.93317 0.32362
C: -2.69344 0.44767 -0.63373
O: -0.59670 3.03940 0.62929
O: -2.20143 1.52418 -0.63968
O: -2.90145 -0.41602 -1.62475
Cl: -0.14724 -3.20363 0.10098
Br: -3.55830 -0.18449 0.95619
H: 3.49069 -0.42946 0.71435
H: 1.89852 1.85429 1.04745
H: 2.73560 -2.19928 -0.00640
H: -2.30302 -0.20947 -2.50910



[5]
DFT (wB97M-V/def2-TZVPD) results for a cluster of 2 separate species, C3H7NO in total at a distorted geometry.

Calculated values
Highest occupied orbital energy = -8.95 eV
Total charge = 0
ΔE to the lowest compared entry with this formula, charge and spin = 69.0 kcal/mol
SMILES string = C=CO.C=N
Gap between HOMO and LUMO = 0.3608 hartree
LUMO = 0.9 eV

Geometry (Å):
C: 3.37734 -2.70517 2.48492
C: 2.71777 -3.31710 1.51750
O: 3.37586 -3.75109 0.42680
H: 3.05702 -2.53626 3.49435
H: 4.38090 -2.46153 2.14645
H: 1.67813 -3.59840 1.59275
H: 2.72823 -4.22457 -0.10392
C: -4.28369 4.42594 -2.67008
N: -3.78796 5.05690 -1.69358
H: -5.26769 3.95370 -2.72448
H: -3.76116 4.48218 -3.62601
H: -4.21475 4.67541 -0.84470



[6]
DFT (wB97M-V/def2-TZVPD) results for a cluster of 2 separate species, C4H9NS in total at a distorted geometry.

Calculated values
Highest occupied orbital energy = -9.39 eV
Total charge = 0
ΔE to the lowest compared entry with this formula, charge and spin = 62.3 kcal/mol
SMILES string = CC1=N[C@H]1C.S
Gap between HOMO and LUMO = 0.3781 hartree
LUMO = 0.9 eV

Geometry (Å):
C: 0.28374 -2.13909 -1.31710
C: -0.05214 -0.91454 -0.56826
N: -0.91346 -0.47500 0.26820
C: 0.23063 0.41869 -0.12156
C: 1.56564 0.67782 0.77424
H: -0.55553 -2.75928 -1.51388
H: 1.00432 -2.63159 -0.73416
H: 0.82278 -1.90210 -2.19296
H: -0.11200 1.25291 -0.69439
H: 1.64321 1.75371 0.63745
H: 2.37686 0.13920 0.23580
H: 1.32311 0.37162 1.78342
S: -2.89866 2.62301 1.06958
H: -1.90979 2.03165 0.36744
H: -2.80870 1.55298 2.00617